This record from OMol25 describes C3H7NO in the gas phase. The level of theory is ωB97M-V with the def2-TZVPD basis set.

energy above the lowest of the compared OMol25 structures with the same formula, charge and spin = 37.7 kcal/mol
LUMO energy = 1.00 eV
SMILES = NC1(O)CC1
highest occupied orbital energy = -9.4 eV
HOMO-LUMO gap = 10.3826 eV

Element x y z (Å)
1 O -0.75154 -0.46452 -1.40123
2 N 0.05276 1.55315 -0.35447
3 C -0.48544 -0.43941 1.03252
4 C 0.87855 -0.71554 0.43161
5 C -0.12640 0.13361 -0.29203
6 H -0.06531 -0.94527 -1.87659
7 H 1.05950 -1.72884 0.07717
8 H 0.24322 1.83661 -1.30998
9 H 1.74056 -0.23326 0.87839
10 H -0.53381 0.22756 1.88654
11 H -0.80387 2.02349 -0.08432
12 H -1.20824 -1.24758 1.01238

Quick look at the Mulliken charges, all values in e:
1 O -0.548
2 N -0.614
3 C -0.654
4 C -0.796
5 C 0.667
6 H 0.335
7 H 0.277
8 H 0.264
9 H 0.274
10 H 0.293
11 H 0.257
12 H 0.246

=====

This record from OMol25 describes a molecular structure, C41H29Br3F4O16 in a non-equilibrium geometry. The level of theory is ωB97M-V with the def2-TZVPD basis set.

LUMO energy = -1.57 eV
highest occupied orbital energy = -9.6 eV
HOMO-LUMO gap = 8.0759 eV

Element x y z (Å)
1 Br 0.43618 -0.21270 -2.34000
2 Br 0.46461 -3.30604 -1.72837
3 Br -2.26304 -1.44139 -1.14950
4 F 0.03206 -4.06452 -6.52011
5 F -1.93655 -0.36348 -9.74355
6 F -2.77857 -5.81505 -0.77439
7 F -2.79713 1.18699 2.09749
8 O 3.96394 -3.73860 -5.88909
9 O -5.57370 2.00666 0.60831
10 O -2.01939 -0.73213 -7.52231
11 O 4.11062 1.88731 -0.09958
12 O -0.50270 -5.79041 1.53201
13 O 1.39499 -0.19919 5.95827
14 O 1.77226 -3.65569 -5.20032
15 O -1.87946 -7.21771 0.53063
16 O -4.90459 0.97490 2.32232
17 O -1.18971 -0.40776 -5.45090
18 O 2.47171 -2.25425 -6.70950
19 O -1.87799 -1.64771 1.75208
20 O 0.14296 -7.97538 1.43119
21 O -1.35366 1.34436 -6.88883
22 O -7.14346 1.47557 2.07941
23 O 2.55219 6.13354 3.07836
24 C 6.55762 4.67865 3.25155
25 C -2.85169 -0.19166 6.52519
26 C 0.75494 -1.22506 1.26591
27 C 3.05907 -0.67388 1.87059
28 C 0.61365 -3.11967 -5.75144
29 C 2.59623 -0.45680 3.19658
30 C -0.62307 -7.04613 1.18919
31 C 0.51248 4.47440 1.81705
32 C -1.20035 -1.34172 2.75287
33 C -1.82715 -0.98331 4.03241
34 C 5.95601 3.07176 1.62232
35 C -0.64441 -1.79075 -2.23883
36 C 0.26040 -1.09686 2.56294
37 C -0.44301 3.74078 1.15351
38 C -3.22737 -0.98190 4.29577
39 C 0.01460 2.83486 0.19582
40 C 1.12976 -1.93535 -6.50246
41 C -1.81855 1.46021 -8.18548
42 C 1.34452 2.64096 -0.08073
43 C -3.75770 -0.44065 5.48323
44 C 2.86876 5.14826 2.33894
45 C -1.45212 -0.26551 6.34839
46 C -4.15797 2.09072 0.55043
47 C 1.21419 -0.70773 3.55845
48 C -1.57126 -5.00780 1.04146
49 C 3.73328 2.82632 0.64192
50 C 2.09369 -0.93109 0.88291
51 C 2.81849 -3.28913 -5.93869
52 C 2.32621 3.31041 0.65362
53 C 4.23987 4.61033 2.42249
54 C 0.64185 -0.50348 4.94853
55 C 6.93652 3.73102 2.36046
56 C -1.51786 0.04345 -6.55773
57 C -0.87386 -0.56605 5.07191
58 C -5.97704 1.54049 1.70245
59 C -2.44048 0.07248 -8.55180
60 C 4.67025 3.55229 1.64916
61 C 5.20577 5.15275 3.34874
62 C -3.83994 0.95132 1.36527
63 C -2.54698 -6.02425 0.50493
64 C 1.93142 4.31902 1.49841
65 H 1.57226 1.86511 -0.79669
66 H 0.07323 -1.54863 0.49328
67 H -3.89837 2.04645 -0.50728
68 H 0.69162 -1.87735 -7.49884
69 H 1.08383 -0.97098 -5.99651
70 H -0.73378 2.35658 -0.41866
71 H 2.38784 -0.90709 -0.15599
72 H -0.16986 -2.92321 -5.01959
73 H 4.86792 5.86819 4.08387
74 H -0.94343 -1.92847 -3.27793
75 H -0.90263 0.02049 7.23307
76 H -1.13624 -4.43759 0.22065
77 H 7.35292 5.05159 3.87989
78 H 4.03359 -0.39043 1.50132
79 H -3.82172 3.07597 0.87343
80 H -1.52018 3.79265 1.21187
81 H 7.94600 3.35472 2.43629
82 H -2.02873 -4.35107 1.78141
83 H -4.03547 -1.19845 3.61278
84 H -3.36832 0.04147 7.44451
85 H -3.52665 -6.09515 0.97749
86 H 6.26604 2.22278 1.03112
87 H -4.82544 -0.35682 5.62221
88 H -1.00915 1.66121 -8.88731
89 H 0.24363 5.29005 2.47190
90 H 3.23350 -0.12229 4.00180
91 H -3.51881 0.22761 -8.58699
92 H -3.70216 0.01973 0.81640
93 H -2.44177 2.35390 -8.21743

Quick look at the Mulliken charges, all values in e:
1 Br 0.099
2 Br -0.008
3 Br 0.032
4 F -0.341
5 F -0.288
6 F -0.279
7 F -0.252
8 O -0.579
9 O -0.333
10 O -0.230
11 O -0.727
12 O -0.330
13 O -0.697
14 O -0.303
15 O -0.338
16 O -0.307
17 O -0.554
18 O -0.364
19 O -0.473
20 O -0.555
21 O -0.275
22 O -0.602
23 O -0.664
24 C -0.350
25 C -0.506
26 C 0.831
27 C -0.954
28 C 0.855
29 C -0.615
30 C 0.596
31 C -0.833
32 C 0.282
33 C 0.856
34 C -0.487
35 C -0.172
36 C 0.084
37 C -0.330
38 C -0.186
39 C 0.058
40 C -0.144
41 C -0.505
42 C -0.571
43 C -0.707
44 C 0.435
45 C -0.751
46 C -0.260
47 C 0.346
48 C 0.737
49 C 0.626
50 C -0.283
51 C 0.575
52 C -0.031
53 C 0.383
54 C 0.359
55 C -0.702
56 C 0.579
57 C -0.055
58 C 0.569
59 C 0.399
60 C 0.552
61 C -0.814
62 C 0.685
63 C 0.419
64 C 0.438
65 H 0.225
66 H -0.549
67 H 0.288
68 H 0.196
69 H 0.270
70 H 0.342
71 H 0.442
72 H -0.168
73 H 0.462
74 H 0.185
75 H 0.436
76 H -0.422
77 H 0.370
78 H 0.480
79 H 0.166
80 H 0.233
81 H 0.347
82 H -0.102
83 H 0.415
84 H 0.364
85 H 0.254
86 H 0.446
87 H 0.475
88 H 0.264
89 H 0.490
90 H 0.534
91 H 0.299
92 H -0.033
93 H 0.255

=====

This record from OMol25 describes 2 unconnected molecules or ions with the total composition C3H11N2 in a non-equilibrium geometry. The level of theory is ωB97M-V with the def2-TZVPD basis set.

energy above the lowest of the compared OMol25 structures with the same formula, charge and spin = 70.0 kcal/mol
LUMO energy = -4.34 eV
highest occupied orbital energy = -14.8 eV
HOMO-LUMO gap = 10.4797 eV
charge = +1

Element x y z (Å)
1 N 1.21060 -1.06686 0.94334
2 N 0.24979 1.21431 0.02410
3 C -1.31349 0.93651 0.09629
4 C -1.64804 0.18445 -1.24548
5 C 2.43011 -1.41705 0.86631
6 H 0.41006 -1.73978 0.90636
7 H 0.46428 2.08990 0.32445
8 H 0.94626 0.09003 0.49976
9 H -1.10187 -0.81715 -1.46590
10 H 2.69214 -2.44750 1.28022
11 H -2.77050 -0.32183 -1.05529
12 H -1.80665 1.04085 -2.00702
13 H -1.92432 1.76432 0.31892
14 H 0.58076 0.95393 -1.03611
15 H -1.54375 0.27913 1.01463
16 H 3.12461 -0.74327 0.53541

Quick look at the Mulliken charges, all values in e:
1 N -0.266
2 N -0.595
3 C -0.372
4 C -1.028
5 C -0.135
6 H 0.283
7 H 0.222
8 H 0.375
9 H 0.333
10 H 0.245
11 H 0.313
12 H 0.322
13 H 0.394
14 H 0.387
15 H 0.228
16 H 0.292